(1)
This record from the Open Molecules 2025 dataset describes a 10-piece molecular cluster, C41H77NO20 overall. The level of theory is ωB97M-V/def2-TZVPD.

Results
SMILES string: CCOC(=O)OC.CCOC(=O)OC.CCOC(C)=O.CCOC(C)=O.CCOC(C)=O.CCOC(C)=O.CCOC(C)=O.CCOC(C)=O.CCOC(C)=O.c1ccncc1
LUMO (eV): 0.50
E_HOMO (eV): -9.44
Max |F| (Eh/bohr): 0.0693
Total energy (a.u.): -3167.99797

Geometry as ORCA input:
```
! RIJCOSX wB97M-V def2-TZVPD def2/J DEFGRID3
* xyz 0 1
C -0.04389 -3.82465 3.96205
C -0.58281 -4.65213 2.84328
O -1.90286 -5.13001 2.98788
C -2.92481 -4.26706 2.83190
O -2.97358 -3.08277 2.65082
O -4.03631 -5.07192 2.92740
C -5.18345 -4.45499 3.52104
H -0.62512 -2.91521 4.12573
H 0.97073 -3.66768 3.79371
H -0.07044 -4.28833 4.95047
H -0.06235 -5.63835 2.69959
H -0.53646 -4.07292 1.87713
H -4.98035 -4.05537 4.47181
H -5.89767 -5.28064 3.65415
H -5.51687 -3.64317 2.89640
C -0.45706 -0.95486 1.94045
C 0.16526 0.35633 2.18604
O 0.64333 0.80164 0.95865
C 1.23101 1.99814 0.97418
O 1.34753 2.66597 1.99855
O 1.79005 2.22614 -0.21411
C 2.56633 3.39478 -0.39147
H -1.01640 -1.37744 2.78473
H 0.29770 -1.65377 1.53004
H -1.21599 -0.83682 1.10215
H 1.01939 0.34746 2.88458
H -0.63585 1.08226 2.54237
H 2.80890 3.62460 -1.41099
H 3.36638 3.55967 0.29243
H 1.84224 4.24384 -0.34185
C -2.50232 2.46004 -1.34490
C -2.78089 1.97865 0.03134
O -4.08142 1.33828 -0.04681
C -4.57297 0.92939 1.13898
C -5.67575 -0.06422 0.80248
O -4.10155 1.15974 2.21553
H -1.68591 3.20665 -1.35454
H -3.34107 2.80711 -1.87654
H -2.16769 1.65723 -2.01086
H -2.03825 1.33637 0.48894
H -2.92728 2.94460 0.64374
H -6.37114 0.38599 0.18143
H -6.16700 -0.53277 1.64032
H -5.22678 -0.83857 0.21842
C 0.63223 1.05316 -6.09432
C -0.50652 1.87650 -5.52349
O -1.26514 2.33292 -6.58935
C -0.98841 3.56601 -6.97204
C -1.74254 4.04696 -8.12810
O -0.14539 4.27251 -6.45196
H 1.28452 0.71836 -5.24543
H 1.18920 1.78096 -6.69322
H 0.32842 0.21651 -6.68540
H -1.16969 1.31505 -4.92049
H -0.04913 2.75445 -5.09840
H -2.31918 3.27982 -8.59635
H -0.98939 4.48607 -8.72287
H -2.34153 4.93190 -7.78315
C -0.39521 -4.63230 -1.97937
C -1.03818 -4.60621 -0.60768
O -1.74923 -5.82003 -0.34464
C -1.06016 -6.82032 0.21380
C -1.96271 -7.96850 0.60763
O 0.10372 -6.83179 0.42205
H -0.10521 -3.57709 -2.23944
H -1.06552 -4.91493 -2.77601
H 0.47856 -5.30915 -2.03896
H -0.19075 -4.59838 0.17695
H -1.68324 -3.77212 -0.39631
H -2.38018 -7.69251 1.54714
H -1.29915 -8.85812 0.70324
H -2.73538 -8.08094 -0.15315
C -1.23892 2.17074 4.91733
C -1.63254 3.39913 4.07032
O -0.42317 4.03668 3.69884
C -0.39383 4.85700 2.57142
C 0.93737 5.50714 2.51727
O -1.36673 5.00512 1.87832
H -1.01319 2.38626 5.93349
H -0.36766 1.63763 4.45706
H -2.05371 1.49204 4.89814
H -2.06999 3.02975 3.14590
H -2.40685 4.08536 4.52064
H 1.78366 4.81018 2.76499
H 0.80194 6.26568 3.26432
H 1.06442 5.93828 1.56045
C 4.96285 0.11719 -3.17623
C 3.91056 1.17771 -2.87764
O 4.06165 2.17007 -3.90627
C 2.97072 3.04747 -3.99732
C 3.17960 4.09584 -5.06189
O 1.98707 2.92892 -3.32714
H 6.01637 0.37172 -2.93707
H 5.02869 -0.18598 -4.23437
H 4.73215 -0.79366 -2.55279
H 2.85558 0.81959 -2.91200
H 4.01239 1.68268 -1.87183
H 2.52220 4.04993 -5.96332
H 4.18583 4.04217 -5.50402
H 3.04137 5.04639 -4.53692
C 2.46195 3.02002 6.27935
C 2.74266 2.27304 4.98619
O 4.11348 1.85171 5.01867
C 4.46024 0.86590 4.21186
C 5.89006 0.48424 4.34977
O 3.65071 0.35494 3.48699
H 3.19202 3.80642 6.43007
H 2.58321 2.49075 7.18462
H 1.45920 3.41378 6.34877
H 1.99099 1.46271 4.85449
H 2.51056 2.93468 4.17074
H 6.47915 1.38142 4.74279
H 6.37296 0.26728 3.42006
H 6.06582 -0.37674 5.04231
C -4.11435 0.24078 -3.82681
C -3.55198 -0.47175 -2.62301
O -2.09759 -0.34972 -2.77761
C -1.39064 -0.92281 -1.85386
C 0.01638 -0.76505 -2.10959
O -1.93866 -1.54149 -0.96695
H -4.20881 1.30389 -3.72512
H -5.14182 -0.12057 -3.99767
H -3.53601 0.05673 -4.71756
H -3.84415 -0.06722 -1.67007
H -3.70118 -1.58296 -2.58228
H 0.42039 0.18513 -1.78364
H 0.30513 -0.76390 -3.16655
H 0.53336 -1.53423 -1.55942
C 2.84735 -1.82307 -0.65397
C 2.61129 -3.14261 -0.96330
C 2.48277 -3.99959 0.09433
N 2.69041 -3.66638 1.32533
C 2.98145 -2.40602 1.64241
C 3.04345 -1.41333 0.65097
H 2.91595 -1.05574 -1.39944
H 2.44656 -3.32113 -1.95192
H 2.25993 -5.02329 -0.11399
H 3.20328 -2.17954 2.69019
H 3.12521 -0.40729 0.78593
*
```



(2)
This record from the Open Molecules 2025 dataset describes C2H7NO5S2 as an isolated structure. The level of theory is ωB97M-V/def2-TZVPD.

Results
LUMO (eV): 0.46
E_HOMO (eV): -10.47
Max |F| (Eh/bohr): 0.0794
Total energy (a.u.): -1307.58303

Geometry as ORCA input:
```
! RIJCOSX wB97M-V def2-TZVPD def2/J DEFGRID3
* xyz 0 1
C -0.01758 -2.33162 -1.67939
C 0.09255 1.54316 2.32990
N -0.03369 -0.32752 0.33244
O 1.46639 -0.04603 -1.66930
O -1.01015 0.06356 -1.90142
O 0.09788 2.27775 -0.22393
O 2.19744 1.29932 0.76063
O -1.35908 -0.08649 0.58466
S 0.16170 -0.50179 -1.32604
S 0.76811 1.38719 0.65355
H -0.23959 -2.47926 -2.84653
H 0.77616 -2.98670 -1.56978
H -0.91022 -2.65392 -1.19227
H 0.22114 0.51077 2.70972
H 0.51629 2.30935 3.04461
H -1.01929 1.66267 2.36119
H -1.70805 0.35958 -0.36804
*
```



(3)
This record from the Open Molecules 2025 dataset describes a 17-piece molecular cluster, C39H73Cl32FN3O5PSi overall. The level of theory is ωB97M-V/def2-TZVPD.

Results
LUMO (eV): 0.07
E_HOMO (eV): -7.47
Max |F| (Eh/bohr): 0.0451
Total energy (a.u.): -17526.93112

Geometry as ORCA input:
```
! RIJCOSX wB97M-V def2-TZVPD def2/J DEFGRID3
* xyz 0 1
C 3.47510 -2.94120 2.92161
C 3.20570 -2.40718 1.87904
C 2.82929 -1.82243 0.53436
C 3.99738 -2.30583 -0.40483
O 4.26181 -3.69241 -0.09768
N 5.20751 -4.19311 -0.96901
O 5.86971 -4.99222 -0.40572
C 1.42716 -2.43440 0.12933
F 1.38569 -2.67941 -1.27506
C 0.98351 -3.81686 0.73124
C -0.03978 -3.70048 1.90631
O 0.51723 -3.06084 3.04698
Si -0.61092 -2.34457 4.09516
C -1.31676 -3.70923 5.20487
C 0.42052 -1.17780 5.21451
C -1.92133 -1.26433 3.24855
N 0.49317 -1.43099 0.58261
C 1.14583 -0.30080 1.17351
O 0.70850 0.40230 2.02950
C 2.57301 -0.27327 0.47020
C 2.46030 0.21268 -1.02707
C 1.09965 0.93068 -1.38316
C 0.89800 2.31761 -0.70581
C -0.61994 2.73271 -0.71370
N -1.37320 1.76025 0.12328
C -2.49103 1.20977 -0.71235
C -1.83037 2.35070 1.33186
C -3.25741 1.98218 1.85292
O -1.15301 3.09917 2.00282
P 3.58844 0.85695 1.60798
C 4.01065 2.46216 0.75726
C 5.09635 3.28693 1.55614
C 5.23499 0.09740 2.07577
C 5.16810 -0.20952 3.63196
H 3.82882 -3.61266 3.69871
H 4.92992 -1.73590 -0.23164
H 3.74036 -2.20846 -1.47694
H 0.41871 -4.33469 -0.07915
H 1.82516 -4.49115 0.97942
H -0.26885 -4.75890 2.19726
H -0.99573 -3.26975 1.54772
H -2.40934 -3.67202 5.36588
H -0.98980 -4.70122 4.82238
H -0.84926 -3.61253 6.21244
H 1.46893 -1.56267 5.16258
H 0.09026 -1.18891 6.26307
H 0.44795 -0.16800 4.75813
H -1.88144 -1.25441 2.14168
H -2.92102 -1.59171 3.61883
H -1.81041 -0.21168 3.58844
H -0.35010 -1.27381 0.04289
H 3.26659 0.92434 -1.30039
H 2.56901 -0.62222 -1.74722
H 1.11439 1.12962 -2.49383
H 0.19478 0.32352 -1.20330
H 1.49707 3.10562 -1.21275
H 1.16674 2.25267 0.37117
H -0.64064 3.74562 -0.25345
H -1.01483 2.80958 -1.74556
H -3.24687 2.01139 -0.84962
H -2.91827 0.32221 -0.20714
H -2.06151 0.86896 -1.67122
H -4.02489 2.40423 1.18060
H -3.38509 2.25297 2.91229
H -3.32454 0.87344 1.78858
H 4.45507 2.31355 -0.25880
H 3.14552 3.13949 0.63625
H 5.14058 4.27264 1.04091
H 4.80978 3.41915 2.61486
H 6.10392 2.85062 1.42855
H 6.09707 0.77945 1.94176
H 5.46246 -0.86899 1.58781
H 5.33924 0.69112 4.24906
H 5.79719 -1.07824 3.91351
H 4.11878 -0.52300 3.82546
C 3.89149 -0.45127 -4.76320
Cl 2.17597 -0.23442 -4.39506
Cl 4.89840 0.15569 -3.44216
H 4.08613 -1.51016 -4.90265
H 4.13582 0.09241 -5.67052
C 8.81866 3.56628 3.48427
Cl 7.91842 2.06426 3.73010
Cl 7.84940 4.77311 2.63186
H 9.10407 3.96542 4.45233
H 9.70372 3.34886 2.89496
C -0.93012 -1.74412 -5.58161
Cl -1.77142 -1.02715 -6.95964
Cl -1.75492 -1.38597 -4.05804
H -0.89279 -2.82082 -5.71561
H 0.07319 -1.33816 -5.53792
C 8.72122 -2.88638 -0.95680
Cl 10.40890 -2.44952 -0.66730
Cl 7.80052 -1.52396 -1.60959
H 8.68773 -3.70375 -1.66986
H 8.27254 -3.19354 -0.01728
C -2.84218 -7.79258 4.29437
Cl -1.11890 -7.71685 3.90418
Cl -3.58066 -6.18794 4.28189
H -3.34044 -8.41336 3.55665
H -2.95816 -8.22315 5.28384
C -4.18856 1.77838 -7.28255
Cl -5.87374 2.05290 -6.82386
Cl -3.08136 2.39641 -6.05332
H -4.02483 0.71063 -7.39506
H -3.99644 2.28512 -8.22100
C -7.61423 -0.52905 -4.14290
Cl -7.87830 -2.27732 -4.17825
Cl -5.93848 -0.13135 -3.75655
H -7.85293 -0.11962 -5.11979
H -8.26032 -0.09291 -3.38764
C -6.68587 1.41334 -10.41378
Cl -4.97355 1.84654 -10.28067
Cl -7.64628 2.76246 -11.02939
H -6.78550 0.57608 -11.09447
H -7.05501 1.13849 -9.43007
C -2.84133 -0.61527 8.28013
Cl -2.13662 0.04608 6.79935
Cl -3.51929 -2.22745 8.01175
H -2.06506 -0.68396 9.03651
H -3.63340 0.05202 8.61628
C 6.79407 0.24711 6.85768
Cl 5.09554 0.49288 7.27828
Cl 7.86904 0.85122 8.12598
H 6.97182 -0.81534 6.72437
H 7.00781 0.77826 5.93664
C 1.42966 1.34903 -7.96280
Cl 1.41143 -0.39596 -7.66255
Cl 0.08818 2.16515 -7.15446
H 2.35958 1.76072 -7.58244
H 1.35892 1.51644 -9.03274
C -6.24391 1.61327 8.99652
Cl -6.49096 -0.13469 8.92861
Cl -4.57226 2.01751 9.41180
H -6.47330 2.03762 8.02432
H -6.90155 2.03204 9.75143
C -6.95950 6.67529 -11.21547
Cl -5.32499 6.84866 -11.86564
Cl -7.26164 7.82683 -9.90896
H -7.67428 6.85404 -12.01248
H -7.07747 5.66747 -10.82868
C -7.17044 1.91274 1.38358
Cl -7.90044 3.14776 0.35160
Cl -6.12054 0.83282 0.46032
H -6.57847 2.40293 2.15103
H -7.96068 1.32559 1.84029
C -8.50711 -0.55936 -13.16143
Cl -8.69594 -0.65873 -11.40449
Cl -9.82046 0.35685 -13.90304
H -7.56520 -0.06567 -13.38506
H -8.50612 -1.56514 -13.56877
C 5.43374 1.71182 11.12394
Cl 6.22978 3.11100 11.85560
Cl 4.03622 1.19161 12.07437
H 5.09993 1.97989 10.12663
H 6.14447 0.89363 11.06927
*
```



> Which value of LUMO does entry 2 give?

0.46 eV



> Look up the total energy of the second one.

-1307.58303 a.u.



> Which of these has the highest total energy?

C2H7NO5S2